Density functional theory data (ωB97M-V/def2-TZVPD) for a structure of composition C11H22O11Rb in a non-equilibrium geometry.

Positions of all 45 atoms, in Å:
C 25.154 28.643 -19.594
H 22.781 23.284 -17.575
H 21.432 26.687 -12.891
O 24.357 29.278 -11.883
O 21.917 26.986 -17.290
O 26.041 22.913 -16.663
C 25.281 23.847 -14.195
Rb 26.025 27.253 -15.988
H 21.350 28.855 -16.806
H 26.006 20.180 -17.356
O 26.598 30.272 -20.980
O 23.553 25.747 -16.346
H 24.842 27.600 -19.528
O 24.775 22.685 -14.785
H 25.284 31.016 -12.212
O 22.829 27.652 -11.825
H 26.266 23.609 -13.791
C 23.803 28.283 -12.623
H 22.739 23.436 -19.304
C 23.068 23.941 -18.396
C 25.205 22.325 -15.960
C 25.880 29.020 -20.975
H 24.759 20.885 -18.398
C 22.123 28.145 -16.512
C 22.691 25.931 -17.213
H 24.289 29.306 -19.633
H 21.949 27.966 -15.451
O 25.775 29.049 -18.357
H 24.353 19.496 -17.445
O 22.500 25.254 -18.334
C 25.484 29.950 -12.324
H 22.964 25.804 -12.823
H 21.982 25.807 -11.420
O 24.194 27.896 -13.752
H 23.043 28.691 -16.720
H 25.705 29.935 -13.392
H 25.245 28.932 -21.857
H 25.451 24.599 -14.965
H 26.272 29.687 -11.618
H 24.751 24.249 -13.332
O 24.512 21.201 -16.293
C 22.282 26.438 -12.256
H 26.557 28.181 -21.134
H 24.157 23.963 -18.351
C 24.944 20.411 -17.435

Relative energy (zero: lowest compared OMol25 entry of this formula, charge and spin) = 379.00 kJ/mol
Total charge = -1
Orbital gap = 1.73 eV
Largest force on an atom = 0.082 hartree/bohr
Total energy = -1283.89248 hartree
HOMO energy = -0.471 eV

Density functional theory data (ωB97M-V/def2-TZVPD) for a cluster of 3 separate species, C11H23B2F6NO9PS2 in total.

Positions of all 55 atoms, in Å:
O 4.503 0.623 -0.881
F -5.704 -5.422 3.072
H -3.600 -1.392 3.249
C 6.702 1.996 0.748
H 6.780 0.254 2.702
H 2.129 -0.996 1.002
H -0.945 0.292 2.644
F -4.596 -5.563 4.927
H -2.174 -2.444 3.191
O -4.282 1.593 -4.771
H -0.850 2.771 -4.015
H 1.776 -0.173 -0.527
O -4.030 -3.357 3.161
H -2.674 -3.008 0.810
P 2.269 3.064 0.060
H 6.947 2.846 1.383
H 2.115 1.920 -1.741
C -3.165 -2.269 2.772
H 5.144 -0.378 2.623
O 1.591 2.598 -1.288
H -2.513 -1.255 0.995
B 4.518 1.031 0.411
C -2.407 2.937 -2.521
F -4.085 -6.839 3.258
C -3.339 0.880 -4.621
C 1.669 -0.111 0.557
H 4.271 -0.286 -1.096
O -0.120 -0.105 2.342
H 6.468 2.368 -0.250
H 1.093 3.916 1.671
C 5.964 0.021 2.020
C -4.495 -5.627 3.595
F -2.752 -1.329 -3.940
H -0.688 0.141 -0.767
O -0.816 0.434 0.139
H 6.305 -0.748 1.318
H -1.922 2.273 -1.804
O 0.984 3.658 0.744
H 7.574 1.347 0.667
H -2.163 3.967 -2.259
N 5.550 1.266 1.337
C -3.482 -4.563 3.108
C -3.114 -2.122 1.268
O -2.121 1.226 -4.221
H -4.114 -1.987 0.858
H -3.485 2.811 -2.434
S 3.910 3.990 0.062
S 2.680 1.259 1.189
F -4.621 -1.071 -4.992
O -2.366 -4.833 2.775
H -2.422 3.239 -4.669
C -1.924 2.628 -3.918
C -3.375 -0.641 -4.910
B 0.146 0.069 1.028
F -2.750 -0.897 -6.062

Total charge = +1
Orbital gap = 9.36 eV
Largest force on an atom = 0.017 hartree/bohr
Total energy = -2951.53158 hartree
HOMO energy = -13.010 eV

Density functional theory data (ωB97M-V/def2-TZVPD) for a structure of composition C11H23B3INO9 in a non-equilibrium geometry.

Positions of all 48 atoms, in Å:
H -10.569 1.644 0.594
C -10.230 0.832 -0.045
H -4.234 -2.273 0.323
O 0.597 1.517 0.886
H 7.745 1.054 -1.526
H 7.759 1.336 0.236
H -1.980 -2.441 1.307
O -6.835 1.515 -0.269
H -10.643 -0.107 0.311
B -0.740 1.798 0.735
B 0.821 0.270 0.309
H -4.636 0.045 0.698
C -3.469 -1.520 0.121
H 11.154 -2.025 0.766
O -8.808 0.695 0.024
O 9.913 -0.032 -0.457
O 7.747 -0.659 -0.344
O -0.127 -0.730 0.517
H -4.798 -0.341 -0.840
C -8.136 1.772 -0.382
C 10.650 -2.537 -0.051
N -4.094 -0.203 -0.124
H 4.719 -1.823 0.548
H -6.131 2.830 -1.723
O -8.622 2.796 -0.781
C 2.074 -0.053 -0.576
H 2.760 0.780 -0.640
H 6.292 0.738 -0.556
B -1.363 -0.364 1.035
C 7.378 0.704 -0.564
C 2.772 -1.270 0.020
O 9.271 -2.167 -0.105
H -6.151 3.471 -0.058
C 9.062 -0.869 -0.316
H -4.960 2.241 -0.526
H 1.698 -0.369 -1.547
H -2.960 -1.256 2.210
C -2.459 -1.464 1.263
O -1.635 0.966 1.343
H 11.145 -2.313 -0.993
H 4.006 -0.417 1.545
H -2.973 -1.795 -0.809
I -1.302 3.410 -0.550
H 2.261 -2.210 -0.157
H -10.550 1.005 -1.070
C 3.887 -1.163 0.769
H 10.671 -3.608 0.124
C -5.978 2.590 -0.672

Orbital gap = 8.86 eV
Largest force on an atom = 0.039 hartree/bohr
Total energy = -1537.36853 hartree
HOMO energy = -8.480 eV

Density functional theory data (ωB97M-V/def2-TZVPD) for a cluster of 5 separate species, C11H23Br8N3O4S in total in a non-equilibrium geometry.

Positions of all 50 atoms, in Å:
H -2.256 -1.195 1.504
C 4.074 -1.143 -4.145
N -1.794 4.296 1.412
C -0.079 -1.326 4.966
C -3.535 -3.213 -1.670
O -1.294 0.917 3.322
C -2.392 1.212 -0.107
Br -1.383 -3.300 0.220
Br 6.353 0.515 -4.640
Br 4.505 -1.681 -2.324
H 5.968 -1.938 -4.868
H -2.435 4.387 2.206
H 3.384 -1.905 -4.509
H 0.440 -0.417 5.268
N -0.190 2.613 1.037
H 1.759 3.347 -3.645
C 3.321 2.685 -2.275
H -2.257 4.574 0.532
O -3.594 1.471 3.484
S -2.556 0.959 2.578
C 5.307 -1.086 -5.008
H -3.124 -1.397 3.083
N -2.534 1.976 1.190
C -2.187 -2.594 -1.409
H -2.283 -1.521 -1.234
O -3.185 1.520 -0.991
H -4.075 -0.790 1.683
H -1.474 -2.763 -2.212
H 3.553 -0.191 -4.079
Br 0.825 1.315 -2.544
Br -1.122 -3.892 5.691
H 5.034 -1.012 -6.061
H 0.145 2.182 0.159
C -1.462 2.916 1.220
H 4.202 3.111 -2.754
H -0.125 -2.044 6.989
Br -3.365 -5.021 -2.381
H 2.624 1.878 -4.139
C 2.233 2.435 -3.288
O -1.467 0.346 -0.278
H -1.123 -1.093 4.776
C -3.056 -0.756 2.159
H 1.115 -2.832 5.992
H 3.608 1.791 -1.725
Br 0.714 -1.818 3.257
H 0.524 2.821 1.741
C 0.111 -2.413 5.991
H -4.155 -3.281 -0.779
H -4.069 -2.655 -2.438
Br 2.767 4.011 -0.956

Relative energy (zero: lowest compared OMol25 entry of this formula, charge and spin) = 92.57 kJ/mol
Orbital gap = 6.77 eV
Largest force on an atom = 0.113 hartree/bohr
Total energy = -21888.35746 hartree
HOMO energy = -9.371 eV

Density functional theory data (ωB97M-V/def2-TZVPD) for a structure of composition C11H23FN2O3SSi in a non-equilibrium geometry.

Positions of all 42 atoms, in Å:
H -1.645 -2.907 -1.634
H -1.822 -1.414 -0.753
H -1.194 3.258 -0.219
S -4.818 -1.191 -4.215
H -2.051 1.783 0.248
H -0.135 -1.183 -4.333
H -1.272 1.057 -2.873
C -2.308 0.732 -2.922
O -6.154 -2.208 -3.886
H -1.100 -2.551 -4.790
C 0.293 0.356 0.901
C 5.085 -0.947 2.932
H -0.325 3.466 2.133
H 3.768 0.789 5.644
C -0.644 2.498 1.740
H 1.320 1.711 2.096
O -4.460 -1.472 -5.567
H 5.211 -1.897 3.453
H 1.073 2.249 0.447
C 0.599 1.731 1.285
Si -2.233 -1.127 -3.153
C 3.758 0.002 4.889
H -2.745 1.014 -1.974
H 5.961 -0.790 2.304
H 3.866 -0.945 5.418
H 5.844 0.298 4.505
C -1.135 -1.480 -4.628
O -3.779 -1.882 -3.227
C 2.466 0.031 4.206
H -1.406 -0.958 -5.534
H 4.802 1.140 3.374
H -2.760 1.278 -3.742
H -1.127 1.965 2.560
H -2.490 3.326 0.976
F -5.702 -3.429 -3.364
H 4.217 -1.031 2.275
C 4.928 0.203 3.920
N 1.452 0.054 3.671
N 0.040 -0.716 0.577
C -1.651 2.728 0.619
H -0.334 -1.687 -1.723
C -1.393 -1.852 -1.636

Orbital gap = 10.74 eV
Largest force on an atom = 0.040 hartree/bohr
Total energy = -1555.61523 hartree
HOMO energy = -10.280 eV

Density functional theory data (ωB97M-V/def2-TZVPD) for a structure of composition C11H23GdN5O6 in a non-equilibrium geometry.

Positions of all 46 atoms, in Å:
H 2.047 1.293 0.118
O 2.677 0.492 0.100
H -2.694 -0.173 -2.064
C -1.323 2.888 0.350
H 2.026 -4.593 0.813
Gd -0.644 -0.285 -0.524
N -0.248 2.063 0.177
H 0.990 -4.900 -0.603
H -3.942 3.708 0.342
H -0.773 4.559 -0.842
O -0.766 -3.435 -0.613
C 1.776 -0.069 3.983
O -3.256 0.033 0.957
H -2.239 4.814 0.134
C -1.243 4.357 0.130
C 0.409 0.420 -2.543
C -3.901 2.616 0.348
C 3.824 -2.066 0.008
N 0.175 -2.471 -0.429
C 1.442 -2.862 -0.312
H -0.636 4.857 0.899
H 1.182 1.196 -2.427
H 1.166 -0.201 4.886
O -2.170 -1.752 -1.679
H 4.364 -1.176 0.330
H -1.555 -2.769 -1.087
H 4.300 -2.464 -0.897
H 0.943 -0.461 -2.940
C 2.390 -1.770 -0.233
H 2.271 0.912 4.018
N -2.280 0.840 0.892
H -2.309 -2.130 -2.574
C 0.923 -0.175 2.817
O 0.934 2.580 0.196
O -2.534 0.812 -1.977
H -4.233 2.253 -0.643
H -2.758 1.232 -2.833
H 2.726 -4.487 -0.824
N 0.222 -0.319 1.903
H 3.916 -2.842 0.777
H -0.294 0.778 -3.315
N 1.845 -0.547 -0.261
C 1.824 -4.295 -0.229
C -2.523 2.170 0.624
H -4.599 2.221 1.097
H 2.547 -0.854 3.952

Total charge = +1
⟨S²⟩ = 16.20
Spin multiplicity = 8
Orbital gap (alpha / beta) = 7.64 / 5.44 eV
Largest force on an atom = 0.100 hartree/bohr
Total energy = -1923.27846 hartree
HOMO energy (alpha / beta) = -11.225 / -11.664 eV

Which of these has the lowest total energy?
C11H23Br8N3O4S